1.
The following is a DFT calculation (wB97M-V/def2-TZVPD) of a 2-piece molecular cluster, C6H10O overall in a non-equilibrium geometry.

Summary:
gap between HOMO and LUMO	9.534	eV
lowest unoccupied orbital energy	0.5	eV
energy relative to the best compared isomer or geometry (same formula, charge and spin)	257.1	kJ/mol
SMILES	C=C/C=C/C=C.O
multiplicity	1

Last column: Mulliken charge in e.
Geometry (Å):
C (-1.907, -0.001, -0.145)  -0.107
C (-2.747, 0.035, 0.947)  -0.837
C (0.478, -0.671, 0.358)  -0.027
C (-0.423, 0.289, 0.121)  -0.261
C (2.696, 0.353, 1.122)  -0.700
C (1.926, -0.628, 0.544)  -0.260
H (-2.336, -0.069, -1.102)  0.229
H (-3.761, -0.079, 0.953)  0.333
H (-2.266, 0.285, 1.845)  0.281
H (0.075, -1.712, 0.444)  0.241
H (-0.118, 1.367, -0.179)  0.302
H (2.258, 1.381, 1.507)  0.211
H (3.624, 0.076, 1.475)  0.320
H (2.388, -1.610, 0.363)  0.277
H (0.571, -0.004, -2.311)  0.329
H (-0.709, 0.356, -2.955)  0.323
O (0.251, 0.632, -2.986)  -0.654

Cartesian forces (eV/Å) of the 3 atoms listed first:
-0.42 0.76 4.31
3.97 0.15 -2.88
-0.92 -0.69 -0.05



2.
The following is a DFT calculation (wB97M-V/def2-TZVPD) of a 2-piece molecular cluster, C6H10O overall.

Summary:
gap between HOMO and LUMO	10.111	eV
lowest unoccupied orbital energy	0.7	eV
energy relative to the best compared isomer or geometry (same formula, charge and spin)	95.9	kJ/mol
SMILES	C[C@H]1CC=CC1=O.[H][H]
multiplicity	1

Last column: Mulliken charge in e.
Geometry (Å):
C (1.861, -0.458, -0.483)  -1.552
C (0.678, -0.045, 0.389)  0.610
C (0.181, 1.392, 0.152)  -0.783
C (-1.103, 1.210, -0.620)  -0.341
C (-1.497, -0.064, -0.691)  -0.384
C (-0.463, -0.941, -0.104)  -0.036
O (-0.440, -2.154, -0.106)  -0.594
H (1.603, -0.291, -1.536)  0.380
H (2.775, 0.094, -0.252)  0.385
H (2.030, -1.531, -0.350)  0.367
H (0.898, -0.234, 1.447)  0.372
H (0.908, 2.007, -0.392)  0.344
H (-0.032, 1.923, 1.090)  0.308
H (-1.631, 2.049, -1.065)  0.414
H (-2.398, -0.458, -1.146)  0.467
H (-1.532, -0.823, 2.078)  0.025
H (-1.374, -1.515, 1.864)  0.016

Cartesian forces (eV/Å) of the 3 atoms listed first:
0.15 0.01 -0.09
-0.01 -0.05 -0.01
0.01 -0.02 -0.06



3.
The following is a DFT calculation (wB97M-V/def2-TZVPD) of the molecule C6H10O.

Summary:
gap between HOMO and LUMO	10.655	eV
lowest unoccupied orbital energy	1.0	eV
energy relative to the best compared isomer or geometry (same formula, charge and spin)	33.9	kJ/mol
SMILES	C[C@H]1CC=C[C@H]1O
multiplicity	1

Last column: Mulliken charge in e.
Geometry (Å):
C (1.956, -0.538, 0.315)  -1.489
C (0.560, 0.067, 0.388)  0.475
C (0.095, 1.214, -0.540)  -0.852
C (-1.382, 1.238, -0.186)  -0.121
C (-1.781, 0.059, 0.295)  -0.719
C (-0.624, -0.920, 0.290)  -0.171
O (-0.622, -1.732, -0.885)  -0.571
H (2.179, -1.122, -0.583)  0.300
H (2.718, 0.240, 0.428)  0.375
H (2.068, -1.209, 1.176)  0.374
H (0.470, 0.494, 1.398)  0.151
H (0.223, 0.977, -1.611)  0.264
H (0.605, 2.167, -0.354)  0.361
H (-2.001, 2.127, -0.278)  0.415
H (-2.785, -0.198, 0.619)  0.402
H (-0.624, -1.632, 1.122)  0.431
H (-1.054, -1.233, -1.593)  0.376

Cartesian forces (eV/Å) of the 3 atoms listed first:
0.03 -0.01 0.00
0.03 -0.07 0.01
0.10 -0.01 0.07



4.
The following is a DFT calculation (wB97M-V/def2-TZVPD) of the molecule C6H10O.

Summary:
gap between HOMO and LUMO	9.581	eV
lowest unoccupied orbital energy	0.7	eV
energy relative to the best compared isomer or geometry (same formula, charge and spin)	370.8	kJ/mol
SMILES	OCCCC1C=C1
multiplicity	1

Last column: Mulliken charge in e.
Geometry (Å):
O (0.215, -0.803, 1.733)  -0.558
C (0.779, -1.161, 0.591)  -0.202
C (1.541, -0.062, -0.140)  -0.530
C (0.649, 1.195, -0.218)  -0.823
C (-0.813, 0.874, -0.573)  -0.280
C (-1.288, -0.535, -0.677)  -0.271
C (-1.709, 0.160, 0.425)  -0.561
H (1.214, -2.168, 0.600)  0.410
H (2.485, 0.169, 0.372)  0.315
H (1.787, -0.418, -1.149)  0.322
H (1.052, 1.879, -0.973)  0.413
H (0.691, 1.724, 0.741)  0.290
H (-1.275, 1.570, -1.278)  0.381
H (-1.711, -1.165, -1.451)  0.451
H (-0.153, -1.323, -0.223)  -0.032
H (-2.707, 0.355, 0.801)  0.395
H (-0.756, -0.293, 1.419)  0.280

Cartesian forces (eV/Å) of the 3 atoms listed first:
-0.08 0.08 -0.01
0.14 0.06 -0.09
-0.01 -0.02 -0.02



5.
The following is a DFT calculation (wB97M-V/def2-TZVPD) of the molecule C6H10O.

Summary:
gap between HOMO and LUMO	8.942	eV
lowest unoccupied orbital energy	0.6	eV
energy relative to the best compared isomer or geometry (same formula, charge and spin)	358.6	kJ/mol
multiplicity	1

Last column: Mulliken charge in e.
Geometry (Å):
C (-2.075, -0.205, 0.111)  -1.134
C (-1.168, 0.820, -0.561)  -0.293
C (0.083, 1.231, 0.296)  -0.356
C (0.975, 0.620, -0.696)  -0.482
C (1.227, -0.832, -0.379)  -0.171
C (2.476, -0.873, 0.483)  -0.030
O (2.866, 0.053, 1.151)  -0.447
H (-2.487, 0.180, 1.049)  0.308
H (-1.536, -1.130, 0.346)  0.275
H (-2.907, -0.471, -0.550)  0.352
H (-1.712, 1.726, -0.835)  0.440
H (0.174, 2.317, 0.375)  0.281
H (0.029, 0.780, 1.298)  0.261
H (-0.818, 0.423, -1.535)  0.276
H (1.401, -1.447, -1.270)  0.343
H (0.461, -1.345, 0.235)  0.028
H (3.011, -1.845, 0.481)  0.348

Cartesian forces (eV/Å) of the 3 atoms listed first:
-0.02 -0.04 0.04
-0.11 -0.03 -0.10
0.16 0.11 0.04



6.
The following is a DFT calculation (wB97M-V/def2-TZVPD) of a 2-piece molecular cluster, C6H10O overall.

Summary:
gap between HOMO and LUMO	9.851	eV
lowest unoccupied orbital energy	0.8	eV
energy relative to the best compared isomer or geometry (same formula, charge and spin)	142.1	kJ/mol
SMILES	C=CC=C.CC=O
multiplicity	1

Last column: Mulliken charge in e.
Geometry (Å):
C (-2.588, 0.241, -0.254)  -0.946
C (-1.281, 0.986, -0.319)  0.249
C (0.437, -1.610, 0.571)  -0.902
C (1.233, -1.137, -0.390)  0.076
C (1.917, 0.170, -0.403)  -0.034
C (2.189, 0.931, 0.658)  -0.760
O (-0.812, 1.437, -1.335)  -0.501
H (-2.485, -0.663, 0.357)  0.259
H (-2.917, -0.016, -1.263)  0.291
H (-3.344, 0.877, 0.224)  0.313
H (-0.754, 1.116, 0.652)  0.342
H (-0.027, -2.589, 0.482)  0.254
H (0.217, -1.045, 1.475)  0.263
H (1.382, -1.748, -1.280)  0.275
H (2.217, 0.526, -1.387)  0.293
H (1.940, 0.630, 1.673)  0.275
H (2.677, 1.894, 0.539)  0.252

Cartesian forces (eV/Å) of the 3 atoms listed first:
-0.01 -0.03 -0.10
0.03 0.10 -0.25
0.11 0.07 -0.08



7.
The following is a DFT calculation (wB97M-V/def2-TZVPD) of the molecule C6H10O.

Summary:
gap between HOMO and LUMO (alpha / beta)	7.581 / 7.659	eV
lowest unoccupied orbital energy (alpha / beta)	0.5 / 0.6	eV
energy relative to the best compared isomer or geometry (same formula, charge and spin)	397.9	kJ/mol
multiplicity	1

Last column: Mulliken charge in e.
Geometry (Å):
O (1.390, -0.432, 1.466)  -0.571
C (1.345, -0.330, 0.039)  -0.102
C (-0.020, -1.439, -0.243)  -0.753
C (-1.235, -0.695, -0.242)  -0.386
C (-1.253, 0.522, 0.647)  -0.735
C (-0.387, 1.293, -0.361)  -0.224
C (1.009, 0.952, -0.484)  -0.689
H (1.751, 0.410, 1.769)  0.376
H (2.234, -0.801, -0.395)  0.393
H (0.212, -1.936, 0.703)  0.313
H (0.099, -2.135, -1.077)  0.356
H (-2.082, -0.928, -0.882)  0.443
H (-0.768, 0.627, -1.289)  0.194
H (-2.247, 0.963, 0.746)  0.304
H (-0.792, 0.385, 1.627)  0.301
H (-0.736, 2.297, -0.604)  0.543
H (1.480, 1.248, -1.421)  0.238

Cartesian forces (eV/Å) of the 3 atoms listed first:
0.08 0.11 0.11
0.05 -0.01 -0.21
-0.06 0.02 -0.13



8.
The following is a DFT calculation (wB97M-V/def2-TZVPD) of the molecule C6H10O.

Summary:
gap between HOMO and LUMO	10.234	eV
lowest unoccupied orbital energy	1.2	eV
energy relative to the best compared isomer or geometry (same formula, charge and spin)	270.1	kJ/mol
SMILES	CO[C@H](C)C1C=C1
multiplicity	1

Last column: Mulliken charge in e.
Geometry (Å):
C (-2.039, -0.412, 0.120)  -1.427
C (-0.681, 0.031, -0.414)  0.370
O (-0.337, 1.197, 0.312)  -0.383
C (0.783, 1.855, -0.225)  -0.598
C (1.796, -0.902, 0.103)  -0.755
C (1.026, -1.217, 1.095)  -0.211
C (0.352, -1.089, -0.242)  -0.406
H (-2.786, 0.371, -0.045)  0.363
H (-1.975, -0.602, 1.197)  0.322
H (-2.376, -1.329, -0.375)  0.379
H (-0.780, 0.281, -1.487)  0.347
H (0.664, 2.027, -1.305)  0.309
H (0.903, 2.810, 0.293)  0.270
H (2.769, -0.644, -0.297)  0.463
H (0.868, -1.406, 2.148)  0.374
H (1.693, 1.271, -0.109)  0.159
H (0.102, -1.976, -0.842)  0.424

Cartesian forces (eV/Å) of the 3 atoms listed first:
-0.01 -0.01 -0.02
-0.08 -0.20 -0.11
0.13 -0.03 -0.01



9.
The following is a DFT calculation (wB97M-V/def2-TZVPD) of the molecule C6H10O.

Summary:
gap between HOMO and LUMO	10.252	eV
lowest unoccupied orbital energy	1.0	eV
energy relative to the best compared isomer or geometry (same formula, charge and spin)	56.6	kJ/mol
SMILES	C/C=C/CCC=O
multiplicity	1

Last column: Mulliken charge in e.
Geometry (Å):
C (-2.639, -0.301, -0.973)  -1.122
C (-1.603, 0.416, -0.161)  0.063
C (0.744, 0.973, 0.465)  -0.665
C (-0.328, 0.571, -0.513)  -0.426
C (1.430, -0.300, 1.003)  -0.522
C (2.635, -0.746, 0.216)  -0.007
O (2.825, -0.476, -0.946)  -0.471
H (-2.913, -1.235, -0.462)  0.259
H (-2.250, -0.568, -1.960)  0.313
H (-3.559, 0.278, -1.100)  0.314
H (-1.908, 0.738, 0.838)  0.280
H (1.492, 1.633, 0.010)  0.367
H (0.295, 1.510, 1.309)  0.321
H (0.007, 0.244, -1.499)  0.296
H (0.712, -1.131, 0.940)  0.315
H (1.697, -0.228, 2.063)  0.347
H (3.363, -1.379, 0.769)  0.339

Cartesian forces (eV/Å) of the 3 atoms listed first:
-0.04 -0.01 -0.10
0.20 -0.06 0.03
-0.04 0.02 0.04



10.
The following is a DFT calculation (wB97M-V/def2-TZVPD) of C6H10O as an isolated structure.

Summary:
gap between HOMO and LUMO	9.954	eV
lowest unoccupied orbital energy	0.9	eV
energy relative to the best compared isomer or geometry (same formula, charge and spin)	164.3	kJ/mol
multiplicity	1

Last column: Mulliken charge in e.
Geometry (Å):
C (-0.554, -0.807, 1.708)  -0.449
C (-0.456, 0.525, 1.831)  -0.756
C (-1.166, -0.741, 0.323)  0.304
C (-1.040, 0.776, 0.517)  0.214
C (-0.359, -1.360, -0.808)  -1.076
C (-1.358, 1.820, -0.225)  -0.861
O (2.868, 0.449, 0.133)  -0.665
H (-0.302, -1.637, 2.340)  0.418
H (-0.107, 1.187, 2.603)  0.435
H (-2.203, -1.083, 0.273)  0.347
H (-0.712, -0.993, -1.771)  0.311
H (-0.463, -2.445, -0.796)  0.349
H (0.696, -1.117, -0.706)  0.254
H (-1.183, 2.829, 0.111)  0.275
H (-1.810, 1.706, -1.196)  0.261
H (2.012, 0.728, 0.477)  0.318
H (2.858, 0.614, -0.814)  0.320

Cartesian forces (eV/Å) of the 3 atoms listed first:
-0.04 0.26 0.00
0.12 -0.06 0.32
0.00 -0.25 -0.34



- What is the energy relative to the best compared isomer or geometry (same formula, charge and spin) in the third record?
  33.9 kJ/mol



- energy relative to the best compared isomer or geometry (same formula, charge and spin) of number 5 (C6H10O)?
  358.6 kJ/mol